# 1
Here is a structure of composition C5H10O2S at a distorted geometry from OMol25. Energies are from the ωB97M-V functional and the def2-TZVPD basis.

```
18
C5H10O2S the ωB97M-V functional and the def2-TZVPD basis
O 1.18396 2.53197 -0.01081
C 0.68061 2.21264 1.26206
O 0.00126 2.88524 1.97397
C 0.68129 0.68480 1.38549
C -0.49523 0.11667 0.56281
C -0.48145 0.13392 -0.96538
S 0.68570 -1.10549 -1.61659
C -0.13483 -2.69726 -1.25593
H 0.13879 2.59519 0.12042
H 0.58883 0.22480 2.36535
H 1.61892 0.33930 0.94026
H -0.82756 -0.84658 0.94235
H -1.31186 0.82524 0.78545
H -0.11300 1.06258 -1.40171
H -1.47115 0.02038 -1.40742
H -0.06718 -2.89470 -0.19124
H 0.47697 -3.36707 -1.85614
H -1.15407 -2.72162 -1.63292
```

Output
- Spin multiplicity: 1
- ΔE to the lowest compared entry with this formula, charge and spin: 58.2 kcal/mol
- Charge: 0
- Highest occupied orbital energy: -8.7 eV

=====

# 2
Here is a cluster of 2 separate species, C5H10O2S in total at a distorted geometry from OMol25. Energies are from the ωB97M-V functional and the def2-TZVPD basis.

```
18
C5H10O2S the ωB97M-V functional and the def2-TZVPD basis
O 0.51121 3.08439 -0.23582
C -0.79509 3.05079 -0.46191
O -1.43547 4.00113 -0.78402
C -1.29506 1.62661 -0.45325
C -0.44143 0.55091 -0.28726
C -0.23851 0.33492 1.35632
S 0.75264 -2.33142 -0.24921
C 1.28369 -4.03343 -0.19637
H 0.76563 4.02123 -0.30083
H -2.19564 1.57728 -1.07925
H 0.17542 -0.67552 1.32641
H -0.88780 -0.35855 -0.68647
H 0.55649 0.66574 -0.72720
H -1.24522 0.40345 1.76326
H 0.29323 1.22122 1.68454
H 1.07529 -4.47227 -1.17280
H 0.75887 -4.60982 0.55436
H 2.36174 -4.05665 -0.05049
```

Output
- Spin multiplicity: 2
- ΔE to the lowest compared entry with this formula, charge and spin: 74.9 kcal/mol
- Expectation value of S²: 0.753
- Charge: +1
- Highest occupied orbital energy (alpha / beta): -12.8 / -12.4 eV

=====

# 3
Here is an isolated molecule of C5H10O2S2 at a distorted geometry from OMol25. Energies are from the ωB97M-V functional and the def2-TZVPD basis.

```
19
C5H10O2S2 the ωB97M-V functional and the def2-TZVPD basis
C -1.10349 -1.38905 0.52583
C 0.23727 -1.74809 0.08832
C -1.96914 -0.84614 -0.55249
C 1.14583 1.46439 0.11563
C -0.04109 2.29008 0.18348
O 0.38060 -0.12808 -1.86577
O 2.60617 -0.55526 -0.55408
S -2.96263 0.42942 -0.56280
S 0.96077 -0.08896 -0.56397
H -1.57696 -2.44048 0.76425
H -1.08683 -0.74088 1.38356
H 0.83523 -1.80086 0.90501
H 0.52617 -2.48041 -0.67820
H -1.77226 -1.48608 -1.37820
H 1.67662 1.32440 1.01995
H -0.53665 2.00672 -0.73122
H 0.30010 3.35603 0.26978
H -0.62524 2.13780 1.08564
H 3.14971 0.14557 -0.89216
```

Output
- Spin multiplicity: 1
- ΔE to the lowest compared entry with this formula, charge and spin: 73.7 kcal/mol
- SMILES string: CC=[S@@](=O)(O)CCC=S
- Charge: 0
- Highest occupied orbital energy: -8.2 eV

=====

# 4
Here is a cluster of 2 separate species, C5H10O3 in total at a distorted geometry from OMol25. Energies are from the ωB97M-V functional and the def2-TZVPD basis.

```
18
C5H10O3 the ωB97M-V functional and the def2-TZVPD basis
C 0.79579 -1.28933 -0.76859
C -0.53827 -0.45862 -0.34672
C 1.47698 -2.18015 0.23082
O 0.78942 0.06042 -0.57323
O 0.95155 -1.73209 -2.04722
H 0.69494 -1.03257 -2.66710
H -0.82222 -0.70032 0.66990
H -1.23072 -0.48060 -1.17944
H 1.34658 -1.77962 1.23345
H 1.06186 -3.18251 0.16852
H 2.54052 -2.23201 -0.00009
C -0.60029 2.26073 1.23835
C -1.51987 1.88606 0.11551
O -2.63820 1.42624 0.26416
H -1.24512 2.37653 -0.84436
H -0.53524 3.34929 1.33441
H -0.93097 1.81629 2.17854
H 0.40327 1.89226 0.99308
```

Output
- Spin multiplicity: 1
- ΔE to the lowest compared entry with this formula, charge and spin: 67.7 kcal/mol
- SMILES string: C[C@@]1(O)CO1.CC=O
- Charge: 0
- Highest occupied orbital energy: -9.2 eV

=====

# 5
Here is a cluster of 2 separate species, C5H10O3SSi in total at a distorted geometry from OMol25. Energies are from the ωB97M-V functional and the def2-TZVPD basis.

```
20
C5H10O3SSi the ωB97M-V functional and the def2-TZVPD basis
C -3.34087 0.35908 1.59718
C -3.19869 0.44535 0.44235
C 0.43358 -0.77434 1.38399
C 1.16614 -0.83926 -1.61102
C 2.96565 0.94746 0.30268
O -2.29885 -0.48614 -1.74698
O -4.57614 0.43787 -1.75153
O 0.12052 1.58013 -0.03851
Si 1.05375 0.33546 -0.00314
S -3.21449 0.58714 -1.35892
H -3.28059 0.15130 2.56987
H 0.18087 -0.09153 2.21440
H -0.45893 -1.22044 0.86486
H 1.05840 -1.60387 1.86663
H 2.18807 -0.76052 -2.10485
H 1.10611 -1.78436 -1.18058
H 0.35274 -0.46302 -2.31084
H 2.93567 2.04110 0.32042
H 3.28005 0.36246 1.11672
H 3.52700 0.77614 -0.57274
```

Output
- Spin multiplicity: 1
- Charge: 0
- Highest occupied orbital energy (alpha / beta): -9.8 / -10.0 eV

=====

# 6
Here is a cluster of 2 separate species, C5H10O4 in total at a distorted geometry from OMol25. Energies are from the ωB97M-V functional and the def2-TZVPD basis.

```
19
C5H10O4 the ωB97M-V functional and the def2-TZVPD basis
C -1.76249 0.28771 1.09160
C -1.94251 0.71083 -0.39594
C -0.92002 -0.32866 -0.05324
C 2.10729 -0.69833 -0.46414
C 1.25188 0.48678 -0.04485
O -1.08316 -1.64013 -0.42142
O 1.75442 -1.91889 0.15627
O 1.36795 1.48184 -0.95765
O 1.42061 0.98676 1.15975
H -1.16257 0.90328 1.68256
H -2.42618 -0.34594 1.52061
H -2.87087 0.26092 -0.90454
H -1.61704 1.66968 -0.85048
H 3.18386 -0.47593 -0.44927
H 1.87416 -0.69679 -1.58829
H -1.70625 -1.73105 -1.15957
H 0.79734 -1.73597 0.34997
H 0.80888 2.16459 -0.50568
H 0.92472 0.61931 1.83430
```

Output
- Spin multiplicity: 1
- ΔE to the lowest compared entry with this formula, charge and spin: 122.3 kcal/mol
- Charge: 0
- Highest occupied orbital energy: -8.2 eV

=====

# 7
Here is an isolated molecule of C5H10OS from OMol25. Energies are from the ωB97M-V functional and the def2-TZVPD basis.

```
17
C5H10OS the ωB97M-V functional and the def2-TZVPD basis
O -2.84341 -1.48780 -0.44028
C -2.15639 -1.57895 0.53847
C -0.69856 -1.19706 0.61951
C -0.13355 -0.58863 -0.64213
C 1.35400 -0.24826 -0.53186
S 1.76959 0.94539 0.73641
C 0.96160 2.41640 0.09150
H -2.59287 -1.92924 1.50391
H -0.63340 -0.49597 1.45148
H -0.13286 -2.08856 0.92721
H -0.67145 0.32317 -0.87762
H -0.27034 -1.22920 -1.51518
H 1.68300 0.12582 -1.48991
H 1.88939 -1.16571 -0.28054
H -0.10880 2.28172 -0.00397
H 1.37105 2.71087 -0.87776
H 1.21300 3.20601 0.79076
```

Output
- Spin multiplicity: 1
- ΔE to the lowest compared entry with this formula, charge and spin: 7.7 kcal/mol
- SMILES string: CSCCCC=O
- Charge: 0
- Highest occupied orbital energy: -8.7 eV

=====

# 8
Here is an isolated molecule of C5H10OS at a distorted geometry from OMol25. Energies are from the ωB97M-V functional and the def2-TZVPD basis.

```
17
C5H10OS the ωB97M-V functional and the def2-TZVPD basis
O 2.11100 -1.05920 0.86182
C 1.29536 -1.60034 1.57524
C -0.18606 -1.50642 1.22826
C -0.53018 -1.24537 -0.23738
C -0.06283 0.08241 -0.83721
S -0.99106 1.48665 -0.00118
C -0.26361 2.82015 -1.03202
H 1.66593 -1.88798 2.57638
H -0.57563 -2.47038 1.60838
H -0.74147 -0.77035 1.85131
H -1.64415 -1.26340 -0.24666
H -0.31915 -2.09511 -0.88160
H -0.30208 0.11597 -1.90252
H 1.01959 0.18058 -0.75371
H 0.80598 2.73922 -0.94071
H -0.80611 3.71338 -0.74951
H -0.47554 2.76019 -2.11890
```

Output
- Spin multiplicity: 1
- ΔE to the lowest compared entry with this formula, charge and spin: 21.6 kcal/mol
- SMILES string: CSCCCC=O
- Charge: 0
- Highest occupied orbital energy: -8.5 eV

=====

# 9
Here is an isolated molecule of C5H10OS at a distorted geometry from OMol25. Energies are from the ωB97M-V functional and the def2-TZVPD basis.

```
17
C5H10OS the ωB97M-V functional and the def2-TZVPD basis
C -1.57594 0.18930 1.40899
C -0.27963 -1.06788 -0.73962
C 0.76541 -1.77712 0.08520
C 0.71539 1.09179 -0.59497
C 0.95787 2.30021 -1.11341
H -1.93315 1.19673 1.28313
H -0.51903 0.24174 1.69391
H -2.09438 -0.27182 2.26507
H -0.56794 -1.68649 -1.59089
H 1.67566 -1.92309 -0.53996
H 1.02952 -1.19970 0.97593
H 0.41543 -2.73818 0.38354
H 1.12433 0.90045 0.39435
H 1.53537 3.03088 -0.56215
H 0.48928 2.53655 -2.05390
O 0.23641 0.08089 -1.34451
S -1.97461 -0.90425 0.04929
```

Output
- Spin multiplicity: 1
- ΔE to the lowest compared entry with this formula, charge and spin: 33.8 kcal/mol
- SMILES string: C=CO[C@@H](C)SC
- Charge: 0
- Highest occupied orbital energy: -8.7 eV

=====

# 10
Here is an isolated molecule of C5H10OSi from OMol25. Energies are from the ωB97M-V functional and the def2-TZVPD basis.

```
17
C5H10OSi the ωB97M-V functional and the def2-TZVPD basis
C -2.33662 0.33579 1.35302
C 1.41660 -1.15774 1.38707
C -1.28286 0.85390 0.75316
C 0.98507 -0.04594 0.82492
C -0.26314 0.05237 -0.00927
O 0.00007 0.70805 -1.22439
Si 0.85308 0.20053 -2.50052
H -3.03346 0.94390 1.90354
H -2.54256 -0.72163 1.32295
H 2.31066 -1.18296 1.98651
H 0.88819 -2.09032 1.27650
H -1.08234 1.91546 0.77910
H 1.52090 0.88643 0.93292
H -0.65168 -0.95554 -0.20917
H 0.65089 1.34444 -3.37423
H 0.30637 -1.05052 -3.03670
H 2.26083 -0.03622 -2.16540
```

Output
- Spin multiplicity: 1
- ΔE to the lowest compared entry with this formula, charge and spin: 8.3 kcal/mol
- SMILES string: C=CC(C=C)O[SiH3]
- Charge: 0
- Highest occupied orbital energy: -9.7 eV

=====

# 11
Here is an isolated molecule of C5H10S at a distorted geometry from OMol25. Energies are from the ωB97M-V functional and the def2-TZVPD basis.

```
16
C5H10S the ωB97M-V functional and the def2-TZVPD basis
C 1.96820 -0.19579 -0.83320
C 0.78409 -0.02901 0.21206
C -0.40626 1.06473 0.05141
C -1.38809 -0.10599 0.50061
C -0.18932 -1.11795 0.32301
H 1.47703 -0.60404 -1.77786
H 2.62351 0.80406 -0.95971
H 2.68138 -0.92801 -0.20172
H 1.15830 0.32095 1.27108
H -0.36999 1.80223 0.96609
H -0.38964 1.80242 -0.90154
H -1.46085 -0.00752 1.57872
H -3.45396 0.86378 -0.22688
H -0.07064 -1.82308 1.26789
H -0.22995 -1.58297 -0.72759
S -2.73382 -0.26382 -0.54236
```

Output
- Spin multiplicity: 1
- ΔE to the lowest compared entry with this formula, charge and spin: 68.0 kcal/mol
- SMILES string: C[C@H]1C[C@@H](S)C1
- Charge: 0
- Highest occupied orbital energy: -8.6 eV

=====

# 12
Here is an isolated molecule of C5H10S at a distorted geometry from OMol25. Energies are from the ωB97M-V functional and the def2-TZVPD basis.

```
16
C5H10S the ωB97M-V functional and the def2-TZVPD basis
C -2.55257 0.04546 -0.16902
C -1.16184 -0.59443 0.02927
C -0.00359 0.39455 0.18996
C 1.42224 -0.14868 0.52434
C 2.51441 0.21592 -0.38871
H -3.48274 -0.65060 -0.35040
H -2.46302 0.74619 -1.01768
H -2.91512 0.56095 0.79226
H -1.21369 -1.16859 0.93913
H -0.97099 -1.21884 -0.81801
H 1.45370 0.13050 1.56641
H 1.30265 -1.21381 0.54369
H 2.42416 1.26465 -0.66200
H 2.52525 -0.36184 -1.33669
H 3.42126 0.02947 0.06679
S -0.30009 1.96912 0.09065
```

Output
- Spin multiplicity: 1
- ΔE to the lowest compared entry with this formula, charge and spin: 26.0 kcal/mol
- SMILES string: CCC(=S)CC
- Charge: 0
- Highest occupied orbital energy: -8.4 eV

=====

# 13
Here is a structure of composition C5H11AlBrO4 from OMol25. Energies are from the ωB97M-V functional and the def2-TZVPD basis.

```
22
C5H11AlBrO4 the ωB97M-V functional and the def2-TZVPD basis
C 3.22309 -0.52703 0.53860
C 2.34265 0.12850 -0.52230
O 1.59995 -0.83157 -1.25769
C 1.40483 1.15122 0.12523
O 0.42324 0.46835 0.85414
Al -1.23771 0.98593 0.63499
O -1.88222 0.75062 -1.00792
C -2.63457 -0.42775 -1.00941
C -3.25927 -0.56023 0.39268
Br -3.86338 -2.49472 0.61790
O -2.39351 -0.19642 1.34983
H 3.70057 -1.42309 0.13508
H 2.62214 -0.80039 1.40952
H 4.01172 0.15792 0.86109
H 2.97670 0.62615 -1.26458
H 1.10057 -1.35028 -0.60717
H 0.99976 1.81140 -0.65721
H 2.00758 1.77971 0.80369
H -1.47396 2.49620 1.12063
H -3.43522 -0.39547 -1.76024
H -2.01543 -1.31284 -1.22022
H -4.21754 -0.03621 0.46338
```

Output
- Spin multiplicity: 1
- ΔE to the lowest compared entry with this formula, charge and spin: 0.0 kcal/mol
- Charge: -1
- Highest occupied orbital energy: -5.7 eV